Record 1
DFT (ωB97M-V with the def2-TZVPD basis set) results for a 2-piece molecular cluster, C40H42F6N3 overall at a distorted geometry.

The value obtained for the molar mass is 678.8 g/mol. The HOMO-LUMO gap is 4.016 eV. Its energy relative to the best compared isomer or geometry (same formula, charge and spin) is 0.363 eV. The net charge is +1.

Last column: Löwdin charge in e.
Cartesian coordinates (Å):
C  3.78  -4.75  2.01  -0.213
C  3.03  -5.79  2.83  -0.184
C  1.61  -5.99  2.32  -0.178
N  0.87  -4.73  2.22  -0.104
C  -0.50  -4.71  2.24  -0.230
C  -1.21  -3.54  2.34  -0.064
C  -2.69  -3.46  2.31  -0.224
C  -3.43  -4.80  2.50  -0.205
C  -2.70  -5.92  1.76  -0.205
C  -1.24  -6.05  2.22  -0.140
C  1.57  -3.67  1.51  -0.180
C  2.99  -3.45  2.02  -0.197
H  4.78  -4.59  2.41  0.110
H  3.88  -5.10  0.97  0.116
H  3.55  -6.76  2.78  0.115
H  3.00  -5.48  3.88  0.120
H  1.66  -6.46  1.32  0.128
H  1.09  -6.68  3.00  0.121
H  -0.70  -2.58  2.49  0.086
H  -3.04  -2.75  3.08  0.106
H  -3.02  -3.04  1.35  0.105
H  -3.49  -5.04  3.57  0.114
H  -4.45  -4.71  2.12  0.107
H  -3.22  -6.87  1.92  0.112
H  -2.72  -5.71  0.69  0.117
H  -0.75  -6.79  1.57  0.113
H  -1.24  -6.48  3.23  0.127
H  1.65  -3.94  0.43  0.130
H  1.02  -2.73  1.58  0.080
H  2.95  -3.06  3.05  0.118
H  3.48  -2.70  1.39  0.104
F  -5.36  -0.72  -5.08  0.141
C  -4.01  -0.77  -5.11  -0.520
F  -3.59  -1.37  -3.94  0.116
F  -3.65  -1.61  -6.13  0.105
C  -3.32  0.56  -5.25  -0.006
N  -1.87  0.40  -5.10  -0.032
C  -1.10  0.32  -6.29  -0.243
C  -0.52  1.46  -6.88  -0.005
C  0.11  1.37  -8.12  -0.069
C  0.15  0.14  -8.79  -0.067
C  -0.42  -1.00  -8.21  -0.057
C  -1.03  -0.90  -6.97  -0.027
C  -1.28  0.40  -3.85  -0.184
C  -0.21  -0.49  -3.60  0.028
C  0.42  -0.52  -2.38  0.017
C  0.06  0.39  -1.34  -0.199
C  0.77  0.38  -0.11  0.102
C  0.89  1.47  0.80  -0.198
C  1.24  1.23  2.17  0.018
C  1.34  2.27  3.08  0.015
C  1.14  3.60  2.66  -0.182
N  1.15  4.65  3.55  -0.025
C  0.60  4.46  4.90  -0.004
C  -0.89  4.60  4.88  -0.518
F  -1.53  4.15  6.00  0.141
F  -1.26  5.91  4.70  0.105
F  -1.41  3.90  3.81  0.115
C  1.56  5.95  3.17  -0.245
C  0.60  6.86  2.71  -0.031
C  0.97  8.12  2.24  -0.058
C  2.31  8.50  2.26  -0.067
C  3.28  7.62  2.77  -0.066
C  2.91  6.36  3.23  -0.001
C  0.88  3.86  1.30  0.031
C  0.73  2.83  0.40  0.007
C  -1.05  1.26  -1.59  0.005
C  -1.72  1.25  -2.80  0.021
H  -3.50  0.94  -6.25  0.158
H  -3.70  1.21  -4.46  0.130
H  -0.59  2.41  -6.34  0.119
H  0.57  2.25  -8.56  0.111
H  0.63  0.06  -9.77  0.111
H  -0.38  -1.97  -8.70  0.114
H  -1.48  -1.77  -6.50  0.112
H  0.06  -1.18  -4.40  0.127
H  1.23  -1.23  -2.21  0.127
H  1.33  -0.52  0.13  0.127
H  1.40  0.20  2.50  0.125
H  1.61  2.08  4.12  0.121
H  0.84  3.46  5.26  0.128
H  1.01  5.25  5.53  0.159
H  -0.44  6.56  2.72  0.114
H  0.19  8.78  1.85  0.114
H  2.60  9.48  1.88  0.111
H  4.33  7.91  2.79  0.112
H  3.63  5.65  3.64  0.121
H  0.74  4.90  0.99  0.124
H  0.49  3.07  -0.63  0.121
H  -1.37  1.94  -0.81  0.122
H  -2.56  1.92  -2.98  0.119


Record 2
DFT (ωB97M-V with the def2-TZVPD basis set) results for C3H2FO2Yb as an isolated structure at a distorted geometry.

The value obtained for the molar mass is 262.1 g/mol. The multiplicity is 2. The HOMO-LUMO gap (alpha / beta) is 4.640 / 4.973 eV. Its energy relative to the best compared isomer or geometry (same formula, charge and spin) is 4.522 eV. The net charge is 0.

Last column: Mulliken spin population.
Cartesian coordinates (Å):
H  0.92  0.98  0.94  -0.015
C  -0.05  -1.07  -0.11  -0.043
C  -0.46  0.28  -0.20  0.081
O  -0.96  0.66  -1.48  0.073
C  -0.66  1.74  -2.06  0.878
O  0.68  -1.46  0.85  -0.012
H  -0.12  -1.64  -1.05  -0.007
F  -1.30  0.71  0.75  0.003
Yb  1.94  -0.19  2.37  0.042


Record 3
DFT (ωB97M-V with the def2-TZVPD basis set) results for C8H8FN2O2 as an isolated structure at a distorted geometry.

The value obtained for the molar mass is 183.2 g/mol. The HOMO-LUMO gap is 7.822 eV. Its energy relative to the best compared isomer or geometry (same formula, charge and spin) is 1.801 eV. The net charge is -1.

Last column: Löwdin charge in e.
Cartesian coordinates (Å):
C  0.49  0.15  2.39  -0.208
C  -0.91  -1.88  -2.07  -0.753
C  -0.95  1.60  -0.10  -0.118
C  -0.28  -0.61  -1.31  -0.063
C  -1.33  0.12  -0.50  -0.150
C  -0.36  -0.83  0.24  -0.135
C  0.49  1.67  0.30  -0.182
C  0.76  -0.21  1.00  -0.361
N  0.24  0.37  3.49  0.135
N  2.07  -0.62  0.89  0.116
O  -1.87  -2.37  -1.49  -0.042
O  -0.36  -2.22  -3.11  -0.054
F  1.57  1.84  -0.54  -0.062
H  -1.31  2.30  -0.98  0.142
H  -1.64  1.81  0.75  0.112
H  0.63  -0.33  -1.75  0.112
H  -2.29  -0.15  -0.52  0.092
H  -0.82  -1.66  0.61  0.109
H  0.85  2.41  1.03  0.121
H  2.31  -0.93  0.00  0.071
H  2.69  -0.47  1.69  0.115


Record 4
DFT (ωB97M-V with the def2-TZVPD basis set) results for a 2-piece molecular cluster, C2H2N2O3 overall at a distorted geometry.

The value obtained for the molar mass is 102.0 g/mol. The HOMO-LUMO gap is 10.629 eV. Its energy relative to the best compared isomer or geometry (same formula, charge and spin) is 6.229 eV. The net charge is 0.

Last column: Löwdin charge in e.
Cartesian coordinates (Å):
C  -1.35  0.88  -0.83  0.028
C  1.02  -0.15  0.57  -0.333
N  -2.27  0.28  -0.53  -0.136
N  2.15  -0.21  0.25  0.061
O  -0.03  -0.08  1.08  0.098
O  -3.26  -0.45  0.02  0.032
O  2.90  0.32  -0.78  0.042
H  -2.83  -1.14  0.59  0.143
H  3.69  0.55  -0.38  0.065


Record 5
DFT (ωB97M-V with the def2-TZVPD basis set) results for a 8-piece molecular cluster, C20H38Cl12N2 overall at a distorted geometry.

The SMILES is CCCC#N.CCCC#N.ClCCCl.ClCCCl.ClCCCl.ClCCCl.ClCCCl.ClCCCl. The value obtained for the molar mass is 732.0 g/mol. The HOMO-LUMO gap is 10.776 eV. Its energy relative to the best compared isomer or geometry (same formula, charge and spin) is 1.053 eV. The net charge is 0.

Last column: Löwdin charge in e.
Cartesian coordinates (Å):
Cl  -4.35  -3.02  -1.08  0.521
C  -4.84  -2.09  0.43  -0.595
C  -3.56  -1.50  1.07  -0.656
Cl  -4.14  -0.79  2.61  0.551
H  -5.38  -2.70  1.09  0.045
H  -5.43  -1.23  0.05  0.044
H  -3.11  -0.70  0.50  0.007
H  -2.75  -2.17  1.36  0.058
Cl  0.36  1.37  4.31  0.594
C  -1.36  1.72  4.00  -0.641
C  -1.56  3.23  3.72  -0.560
Cl  -1.11  3.69  1.99  0.518
H  -2.03  1.49  4.81  0.071
H  -1.73  1.23  3.10  0.033
H  -0.96  3.74  4.44  0.052
H  -2.60  3.49  3.76  0.055
Cl  4.36  -1.95  3.38  0.547
C  2.67  -2.33  2.94  -0.662
C  2.37  -2.38  1.47  -0.653
Cl  0.78  -3.15  1.19  0.566
H  1.99  -1.62  3.44  0.070
H  2.54  -3.37  3.29  0.065
H  3.11  -2.86  0.78  0.098
H  2.19  -1.47  0.92  0.018
Cl  -3.27  4.31  -1.62  0.510
C  -4.76  4.24  -0.61  -0.613
C  -5.55  2.88  -0.64  -0.637
Cl  -4.50  1.56  -0.20  0.638
H  -5.39  4.96  -1.15  0.068
H  -4.53  4.46  0.41  0.056
H  -5.91  2.73  -1.59  0.036
H  -6.43  2.99  -0.07  0.070
Cl  5.78  -3.75  -3.11  0.521
C  4.38  -2.79  -3.70  -0.678
C  3.37  -3.61  -4.48  -0.665
Cl  2.59  -4.78  -3.42  0.546
H  4.83  -2.09  -4.39  0.064
H  4.02  -2.22  -2.88  0.019
H  3.95  -4.26  -5.27  0.109
H  2.67  -2.92  -4.91  0.057
Cl  -2.75  -4.51  -4.29  0.526
C  -1.11  -3.93  -3.88  -0.661
C  -1.15  -2.64  -3.11  -0.655
Cl  -1.88  -1.37  -4.12  0.561
H  -0.52  -3.88  -4.74  0.042
H  -0.71  -4.76  -3.23  0.082
H  -0.13  -2.40  -2.90  0.052
H  -1.67  -2.69  -2.22  0.002
C  4.79  1.88  2.37  -0.111
C  3.48  1.93  1.61  -0.272
C  2.57  3.05  2.06  -0.243
C  3.10  4.40  1.97  -0.233
N  3.43  5.50  2.02  0.142
H  4.54  1.83  3.51  0.114
H  5.46  2.75  2.13  0.089
H  5.35  1.00  2.13  0.043
H  2.89  1.05  1.82  0.082
H  3.66  2.07  0.54  0.118
H  2.32  2.90  3.12  0.083
H  1.68  3.08  1.50  0.055
C  -0.19  0.09  0.30  -0.100
C  -0.87  0.57  -1.00  -0.192
C  0.19  1.25  -1.96  -0.162
C  1.23  0.36  -2.29  -0.280
N  2.09  -0.38  -2.45  0.185
H  0.83  -0.20  0.09  0.039
H  -0.72  -0.67  0.82  0.027
H  -0.18  0.85  1.04  0.031
H  -1.71  1.21  -0.76  0.058
H  -1.21  -0.31  -1.54  0.063
H  0.69  2.15  -1.50  0.146
H  -0.17  1.48  -2.97  0.122


Record 6
DFT (ωB97M-V with the def2-TZVPD basis set) results for C25H47FN3O6S2 as an isolated structure at a distorted geometry.

The value obtained for the molar mass is 568.8 g/mol. The HOMO-LUMO gap is 8.554 eV. The net charge is -1.

Last column: Löwdin charge in e.
Cartesian coordinates (Å):
O  -7.26  8.11  -5.26  0.168
C  -6.62  8.57  -4.36  -0.560
F  -6.37  9.88  -4.31  0.129
N  -6.05  7.90  -3.28  0.127
C  -6.22  6.47  -3.34  -0.422
O  -7.17  5.95  -2.82  0.118
S  -4.99  5.35  -4.15  0.522
O  -5.82  4.37  -4.77  -0.306
O  -4.20  4.80  -3.08  -0.303
N  -4.15  6.06  -5.33  -0.286
S  -3.21  7.31  -4.96  0.533
O  -3.90  8.58  -4.87  -0.321
O  -2.16  7.34  -5.93  -0.326
C  -2.40  7.09  -3.39  -0.282
C  -1.31  6.29  -3.22  -0.057
C  -0.74  6.22  -2.00  -0.162
N  -1.07  6.86  -0.86  0.093
C  -2.15  7.60  -1.11  -0.164
C  -2.82  7.75  -2.29  -0.068
H  -6.55  8.18  -2.44  0.153
H  -0.90  5.73  -4.04  0.124
H  0.13  5.58  -1.92  0.094
H  -2.51  8.17  -0.27  0.102
H  -3.67  8.41  -2.35  0.101
C  0.33  1.81  3.61  -0.112
C  1.07  1.37  2.35  -0.276
C  1.42  2.53  1.42  -0.226
C  0.22  3.29  0.85  -0.225
C  -0.77  2.43  0.07  -0.261
C  -0.16  1.79  -1.17  -0.104
H  -0.63  2.27  3.37  0.066
H  0.13  0.95  4.26  0.066
H  0.92  2.53  4.18  0.073
H  0.48  0.62  1.82  0.088
H  2.00  0.87  2.65  0.098
H  2.03  2.15  0.60  0.098
H  2.05  3.24  1.96  0.108
H  0.58  4.09  0.20  0.099
H  -0.31  3.79  1.66  0.103
H  -1.61  3.06  -0.23  0.108
H  -1.20  1.65  0.71  0.098
H  0.23  2.55  -1.85  0.072
H  -0.92  1.22  -1.71  0.074
H  0.65  1.11  -0.91  0.048
C  1.11  -2.05  -0.76  -0.106
C  1.53  -3.26  0.07  -0.270
C  2.27  -2.89  1.35  -0.221
C  3.59  -2.15  1.15  -0.225
C  4.61  -2.90  0.29  -0.264
C  5.04  -4.23  0.90  -0.109
H  1.98  -1.47  -1.09  0.068
H  0.56  -2.36  -1.64  0.074
H  0.47  -1.39  -0.17  0.066
H  2.14  -3.93  -0.54  0.097
H  0.63  -3.83  0.34  0.099
H  2.44  -3.80  1.93  0.085
H  1.61  -2.27  1.97  0.107
H  4.03  -1.95  2.13  0.110
H  3.40  -1.17  0.70  0.098
H  5.50  -2.26  0.17  0.104
H  4.22  -3.06  -0.71  0.100
H  5.48  -4.08  1.89  0.077
H  5.79  -4.71  0.28  0.071
H  4.20  -4.91  1.00  0.041
C  3.25  -6.81  3.48  -0.103
C  2.84  -7.75  2.35  -0.263
C  1.77  -7.16  1.43  -0.224
C  0.44  -6.85  2.11  -0.230
C  -0.23  -8.04  2.80  -0.270
C  -0.60  -9.16  1.83  -0.113
H  2.41  -6.59  4.14  0.068
H  4.04  -7.26  4.09  0.070
H  3.63  -5.87  3.08  0.052
H  2.51  -8.70  2.77  0.097
H  3.72  -7.97  1.75  0.104
H  1.60  -7.84  0.60  0.104
H  2.15  -6.23  0.99  0.086
H  -0.25  -6.44  1.36  0.108
H  0.58  -6.05  2.85  0.101
H  -1.14  -7.69  3.29  0.104
H  0.41  -8.43  3.59  0.098
H  -1.28  -8.80  1.06  0.075
H  -1.10  -9.97  2.37  0.067
H  0.28  -9.58  1.35  0.064


Number 1: energy -2312.66369 Eh. Number 2: energy -1524.22476 Eh. Number 3: energy -669.46397 Eh. Number 4: energy -412.42207 Eh. Number 5: energy -6416.63092 Eh. Number 6: energy -2492.78644 Eh.